# C45H42Br2Cl66F3NO4S

A molecular structure, C45H42Br2Cl66F3NO4S in a non-equilibrium geometry (ωB97M-V/def2-TZVPD, OMol25).

- LUMO energy: -0.315 eV
- HOMO level: -0.3196 Eh

```
164
C45H42Br2Cl66F3NO4S, DFT ωB97M-V/def2-TZVPD
O 0.946 0.935 4.030
C 0.608 0.019 3.322
O 0.658 -1.275 3.813
C 0.110 0.212 1.898
C 1.214 -0.325 0.946
C 0.967 -0.014 -0.525
C 1.824 0.745 -1.320
C 3.109 1.318 -0.710
C 2.888 2.323 0.457
C 2.394 3.736 0.104
F 1.027 3.700 0.066
Br 3.162 4.455 -1.521
C 2.734 4.715 1.325
F 1.818 4.645 2.280
F 3.964 4.494 1.793
Br 2.740 6.609 0.739
C 1.537 0.929 -2.674
S 2.639 1.828 -3.755
C 0.400 0.414 -3.290
C -0.434 -0.327 -2.477
C -0.151 -0.531 -1.122
C -1.281 -1.402 -0.571
O -1.310 -2.215 0.319
N -2.338 -1.077 -1.436
C -3.597 -1.805 -1.268
C -4.468 -1.322 -0.078
C -4.869 0.134 -0.050
C -4.016 1.140 0.398
C -4.393 2.443 0.471
C -5.673 2.815 0.085
C -6.534 1.851 -0.361
C -6.123 0.533 -0.430
C -1.748 -1.076 -2.739
O -2.155 -1.618 -3.733
H 0.019 -1.360 4.534
H -0.093 1.263 1.676
H -0.765 -0.430 1.762
H 2.221 0.012 1.206
H 1.232 -1.422 1.033
H 3.786 1.689 -1.485
H 3.636 0.457 -0.267
H 3.834 2.362 1.012
H 2.155 1.930 1.171
H 1.803 2.292 -4.716
H 0.193 0.527 -4.348
H -4.189 -1.688 -2.184
H -3.443 -2.887 -1.136
H -4.053 -1.631 0.887
H -5.419 -1.873 -0.189
H -3.016 0.869 0.742
H -3.723 3.220 0.832
H -5.976 3.856 0.174
H -7.536 2.161 -0.648
H -6.857 -0.196 -0.776
C -5.136 -5.102 1.679
Cl -5.759 -4.143 0.332
Cl -3.402 -4.860 1.842
Cl -5.972 -4.687 3.179
H -5.317 -6.148 1.468
C -1.930 3.640 -3.899
Cl -1.630 2.079 -3.104
Cl -2.026 3.416 -5.650
Cl -3.385 4.422 -3.304
H -1.087 4.288 -3.689
C -4.873 -1.321 3.882
Cl -5.499 -0.308 2.582
Cl -3.121 -1.107 4.038
Cl -5.680 -0.971 5.414
H -5.064 -2.357 3.629
C -0.944 -6.934 4.635
Cl -1.016 -8.074 3.285
Cl -2.489 -6.107 4.832
Cl -0.477 -7.751 6.124
H -0.191 -6.189 4.410
C 2.005 -6.360 9.485
Cl 0.947 -7.765 9.654
Cl 3.298 -6.690 8.332
Cl 1.065 -4.951 8.989
H 2.453 -6.150 10.447
C -8.863 -6.154 0.356
Cl -7.666 -7.384 0.787
Cl -9.661 -6.564 -1.160
Cl -10.046 -5.961 1.652
H -8.346 -5.211 0.224
C 4.620 -1.705 -4.411
Cl 5.810 -0.401 -4.506
Cl 3.099 -1.081 -3.762
Cl 4.375 -2.445 -5.991
H 4.996 -2.465 -3.736
C 4.907 9.669 -1.331
Cl 5.354 8.001 -0.973
Cl 4.713 9.905 -3.069
Cl 3.424 10.110 -0.473
H 5.703 10.316 -0.988
C 0.176 -4.888 -4.647
Cl 1.648 -4.028 -4.189
Cl 0.107 -5.113 -6.396
Cl 0.074 -6.443 -3.814
H -0.674 -4.286 -4.349
C 6.710 -5.836 -6.332
Cl 6.230 -4.952 -7.782
Cl 8.459 -5.755 -6.106
Cl 5.868 -5.218 -4.908
H 6.433 -6.874 -6.462
C 3.766 12.125 -6.558
Cl 4.223 10.451 -6.217
Cl 3.561 12.378 -8.293
Cl 2.288 12.545 -5.691
H 4.562 12.772 -6.209
C -1.345 -3.213 12.180
Cl -0.536 -2.423 13.536
Cl -1.444 -2.123 10.793
Cl -0.512 -4.703 11.738
H -2.352 -3.464 12.486
C 8.174 2.457 -3.457
Cl 9.357 3.764 -3.527
Cl 6.633 3.042 -2.818
Cl 7.957 1.732 -5.053
H 8.550 1.694 -2.786
C 7.611 11.812 -9.406
Cl 9.065 12.324 -8.545
Cl 8.004 10.600 -10.628
Cl 6.402 11.192 -8.279
H 7.194 12.676 -9.909
C -11.688 -3.293 -3.079
Cl -10.348 -2.477 -2.265
Cl -11.084 -4.488 -4.227
Cl -12.764 -4.047 -1.900
H -12.254 -2.551 -3.628
C -4.508 -10.373 1.765
Cl -5.848 -11.497 1.985
Cl -3.616 -10.742 0.290
Cl -5.096 -8.705 1.736
H -3.834 -10.477 2.606
C 7.575 9.757 1.515
Cl 8.458 10.141 2.993
Cl 7.888 10.981 0.275
Cl 8.005 8.152 0.929
H 6.515 9.764 1.742
C 8.407 4.305 1.468
Cl 8.855 2.619 1.747
Cl 9.279 4.958 0.079
Cl 6.666 4.457 1.237
H 8.685 4.879 2.344
C -1.564 12.260 -4.204
Cl -0.610 11.131 -3.240
Cl -2.064 11.514 -5.724
Cl -2.969 12.826 -3.297
H -0.944 13.117 -4.436
C 3.443 -2.377 6.990
Cl 4.697 -3.107 7.997
Cl 3.085 -3.404 5.599
Cl 1.984 -2.077 7.935
H 3.812 -1.427 6.625
C -12.369 -7.728 -6.756
Cl -12.978 -6.754 -8.096
Cl -10.626 -7.507 -6.568
Cl -13.210 -7.325 -5.259
H -12.556 -8.770 -6.981
C 4.222 -9.738 11.878
Cl 2.900 -10.874 12.148
Cl 5.076 -10.118 10.382
Cl 3.619 -8.078 11.844
H 4.921 -9.827 12.700
```

Löwdin atomic charge list, values in e, 8 entries:
1 O 0.120
2 C -0.488
3 O 0.047
4 C -0.067
5 C -0.101
6 C -0.097
7 C -0.183
8 C -0.148


# C5H10O2

A molecular structure, C5H10O2 (ωB97M-V/def2-TZVPD, OMol25).

- LUMO energy: 1.008 eV
- HOMO level: -0.2963 Eh
- Energy relative to the best compared isomer or geometry (same formula, charge and spin): 98.8 kcal/mol

```
17
C5H10O2, DFT ωB97M-V/def2-TZVPD
C -0.341 1.719 1.269
O 0.081 1.595 -0.077
C -0.848 0.286 -0.942
C -0.647 -0.986 -0.389
C 0.478 -1.877 -0.890
C 1.069 -1.133 0.224
O 1.802 -0.087 0.102
H -1.235 2.351 1.307
H 0.465 2.184 1.841
H -0.568 0.738 1.708
H -1.815 0.763 -0.808
H -0.359 0.532 -1.881
H -1.384 -1.393 0.294
H 0.294 -2.940 -0.748
H 0.859 -1.626 -1.880
H 0.955 -1.596 1.216
H 0.969 0.981 -0.032
```

Löwdin atomic charge list, values in e, 8 entries:
1 C -0.102
2 O -0.183
3 C -0.007
4 C -0.205
5 C -0.114
6 C -0.339
7 O -0.092
8 H 0.091


# C6H31NO12

13 unconnected molecules or ions with the total composition C6H31NO12 in a non-equilibrium geometry (ωB97M-V/def2-TZVPD, OMol25).

- LUMO energy: 0.192 eV
- HOMO level: -0.3046 Eh
- Energy relative to the best compared isomer or geometry (same formula, charge and spin): 0.0 kcal/mol

```
50
C6H31NO12, DFT ωB97M-V/def2-TZVPD
C 2.056 1.794 0.019
C 2.127 0.943 1.059
N 1.386 -0.211 0.707
C 0.799 0.022 -0.589
C 1.234 1.263 -0.999
C 0.912 1.817 -2.286
C -0.152 1.503 -3.030
H 2.518 2.814 -0.041
H 2.746 0.946 1.938
H 1.154 -1.033 1.240
H 0.394 -0.828 -1.090
H 1.591 2.567 -2.671
H -0.186 1.989 -4.009
H -0.905 0.804 -2.666
H -3.182 0.754 1.208
H -2.713 0.516 -0.291
O -2.892 0.099 0.552
H -0.756 -3.936 2.549
H -1.407 -3.366 1.318
O -0.636 -3.229 1.901
H -1.587 2.736 -1.088
H -0.729 2.668 0.089
O -1.636 2.448 -0.165
H -3.551 2.972 1.062
H -2.767 2.695 2.370
O -3.643 2.536 1.930
H 0.450 -2.308 -3.225
H -0.775 -1.857 -4.134
O -0.509 -2.379 -3.379
H 4.158 -1.123 -0.617
H 3.106 -2.109 -0.192
O 3.981 -2.095 -0.624
H -1.490 -0.020 1.608
H -0.871 -1.086 2.492
O -0.821 -0.139 2.300
H 1.739 3.723 1.626
H 0.597 2.731 2.293
O 0.860 3.585 1.958
H -2.189 2.269 4.201
H -1.092 1.457 3.366
O -1.473 2.324 3.561
H -1.833 -2.826 -1.278
H -2.063 -2.027 0.046
O -2.222 -2.870 -0.393
H 0.938 -2.983 -0.959
H 0.691 -3.163 0.607
O 1.152 -2.662 -0.080
H 2.483 -2.174 -2.054
H 2.866 -3.041 -3.239
O 2.141 -2.510 -2.902
```

Löwdin atomic charge list, values in e, 8 entries:
1 C -0.104
2 C -0.113
3 N 0.028
4 C -0.033
5 C -0.286
6 C -0.151
7 C -0.002
8 H 0.126